[1]
{
  "formula": "C10H15N7O4",
  "method": "the ωB97M-V functional and the def2-TZVPD basis",
  "species": ["O", "N", "C", "C", "C", "N", "O", "O", "N", "C", "N", "C", "O", "H", "H", "C", "N", "C", "C", "N", "N", "C", "C", "H", "H", "H", "H", "H", "H", "H", "H", "H", "H", "H", "H", "H"],
  "xyz": [[-2.82, -0.57, -2.34], [-2.54, -1.58, -1.67], [-1.16, -1.99, -1.54], [-0.15, -1.14, -1.99], [1.11, -1.71, -1.93], [2.30, -1.30, -2.52], [2.62, -0.28, -3.09], [3.23, -2.39, -2.41], [2.62, -3.48, -1.76], [1.35, -3.06, -1.49], [0.36, -3.83, -1.02], [-0.85, -3.27, -0.99], [-3.42, -2.29, -1.11], [-0.31, -0.14, -2.35], [-1.67, -3.85, -0.53], [1.17, 0.31, 2.51], [-0.02, 0.29, 1.70], [-0.78, -0.94, 1.75], [-0.40, 1.20, 0.73], [-1.07, 0.73, -0.27], [-0.16, 2.55, 0.89], [0.94, 3.19, 1.59], [-0.93, 3.53, 0.14], [1.22, 1.21, 3.14], [1.09, -0.54, 3.19], [2.10, 0.21, 1.92], [-1.70, -0.79, 1.19], [-0.23, -1.78, 1.31], [-1.00, -1.17, 2.81], [-1.21, 1.42, -1.02], [1.50, 2.51, 2.22], [1.65, 3.62, 0.86], [0.55, 4.01, 2.20], [-1.80, 3.02, -0.29], [-1.27, 4.34, 0.81], [-0.33, 3.98, -0.65]],
  "total_energy_ev": -29224.6987,
  "fmax_ha_per_bohr": 0.0626,
  "relative_energy_kj_mol": 205.88,
  "homo_energy_ev": -8.666,
  "smiles": "O=[N+]([O-])c1cnc2no[n+]([O-])c2c1.CN(C)C(=N)N(C)C"
}

=====

[2]
{
  "formula": "C29H46BeBrN3P2",
  "method": "the ωB97M-V functional and the def2-TZVPD basis",
  "species": ["N", "C", "C", "C", "C", "C", "C", "Be", "P", "C", "C", "C", "C", "C", "C", "C", "Br", "H", "H", "H", "H", "H", "H", "H", "H", "H", "H", "P", "C", "C", "H", "H", "H", "H", "H", "C", "C", "H", "H", "H", "H", "H", "C", "C", "H", "H", "H", "H", "H", "C", "C", "H", "H", "H", "H", "H", "C", "C", "H", "H", "H", "H", "H", "C", "C", "H", "H", "H", "H", "H", "C", "N", "C", "C", "N", "C", "H", "H", "H", "H", "H", "H"],
  "xyz": [[6.57, 3.05, -2.97], [6.76, 2.21, -1.96], [5.74, 1.82, -1.09], [4.39, 2.27, -1.26], [4.24, 3.20, -2.35], [5.35, 3.54, -3.16], [3.32, 1.72, -0.40], [1.07, 1.05, 0.59], [-3.23, -2.82, -0.38], [1.98, 1.46, -0.82], [1.60, 0.08, -1.32], [0.69, -0.08, -2.38], [0.53, -1.30, -3.04], [1.07, -2.48, -2.46], [1.80, -2.34, -1.27], [2.14, -1.09, -0.80], [0.76, -4.10, -3.16], [3.70, 1.38, 0.57], [1.52, 2.32, -1.33], [5.99, 1.12, -0.30], [3.28, 3.67, -2.58], [7.78, 1.83, -1.84], [5.23, 4.24, -4.01], [0.21, 0.84, -2.72], [2.81, -1.00, 0.05], [0.03, -1.33, -4.00], [2.12, -3.23, -0.74], [-0.90, 1.96, 0.57], [-2.18, -4.18, -0.95], [-3.08, -4.98, -1.91], [-1.87, -4.82, -0.09], [-1.29, -3.76, -1.43], [-2.62, -5.84, -2.39], [-3.97, -5.32, -1.35], [-3.45, -4.32, -2.72], [-3.18, -1.45, -1.55], [-4.44, -1.24, -2.41], [-2.28, -1.56, -2.17], [-3.07, -0.60, -0.86], [-4.26, -0.50, -3.19], [-4.79, -2.16, -2.88], [-5.28, -0.86, -1.81], [-2.71, -2.54, 1.28], [-3.75, -2.96, 2.35], [-2.52, -1.45, 1.29], [-1.79, -3.12, 1.38], [-3.70, -2.24, 3.18], [-4.77, -3.00, 1.96], [-3.51, -3.96, 2.76], [-2.06, 1.74, 1.98], [-2.25, 2.95, 2.90], [-1.70, 0.89, 2.56], [-3.05, 1.43, 1.59], [-1.45, 3.03, 3.64], [-2.29, 3.89, 2.35], [-3.19, 2.86, 3.45], [-2.08, 2.03, -0.85], [-1.69, 3.04, -1.95], [-3.10, 2.25, -0.45], [-2.11, 1.02, -1.29], [-1.41, 4.01, -1.51], [-0.86, 2.65, -2.57], [-2.56, 3.20, -2.61], [-0.08, 3.58, 0.72], [1.07, 3.53, 1.72], [-0.84, 4.34, 0.95], [0.33, 3.83, -0.27], [1.72, 4.40, 1.58], [0.69, 3.55, 2.74], [1.75, 2.67, 1.61], [1.91, -2.98, 3.91], [1.40, -1.77, 3.29], [0.91, -0.66, 3.97], [0.77, 0.32, 3.05], [1.27, -0.12, 1.81], [1.66, -1.39, 2.03], [2.95, -2.80, 4.23], [1.33, -3.24, 4.80], [1.90, -3.83, 3.22], [0.72, -0.66, 5.04], [0.24, 1.26, 3.13], [2.05, -2.11, 1.32]],
  "total_energy_ev": -124294.6971,
  "fmax_ha_per_bohr": 0.0779,
  "relative_energy_kj_mol": 155.32,
  "total_charge": 2,
  "homo_energy_ev": -11.230
}

=====

[3]
{
  "formula": "F2K4NNaO4S2",
  "method": "the ωB97M-V functional and the def2-TZVPD basis",
  "species": ["Na", "K", "K", "K", "K", "N", "S", "O", "O", "F", "S", "O", "O", "F"],
  "xyz": [[-8.17, 2.23, 10.62], [-0.63, -0.44, 11.58], [-3.34, 3.79, 17.65], [-6.02, -4.61, 9.61], [-10.74, 0.37, 13.47], [-6.88, 0.05, 12.99], [-5.58, 0.61, 13.52], [-4.26, 0.19, 12.98], [-5.61, 1.15, 14.83], [-5.76, 1.94, 12.61], [-6.47, -1.48, 13.54], [-6.64, -1.56, 15.06], [-5.41, -2.15, 12.77], [-7.79, -2.27, 13.00]],
  "total_energy_ev": -106467.7725,
  "fmax_ha_per_bohr": 0.1967,
  "total_charge": 4,
  "homo_energy_ev": -19.771
}

=====

[4]
{
  "formula": "C7H19Ag2ClO6P",
  "method": "the ωB97M-V functional and the def2-TZVPD basis",
  "species": ["Ag", "Ag", "Cl", "C", "O", "P", "O", "O", "C", "O", "C", "H", "H", "H", "H", "H", "H", "H", "H", "H", "C", "O", "C", "C", "O", "C", "H", "H", "H", "H", "H", "H", "H", "H", "H", "H"],
  "xyz": [[-2.71, -0.38, -0.73], [-1.66, -4.27, -2.45], [-0.54, -2.02, -1.40], [6.13, -0.53, 1.48], [4.73, -0.36, 1.28], [3.65, -1.28, 2.02], [4.10, -1.77, 3.32], [2.30, -0.42, 1.95], [1.74, -0.07, 0.70], [3.44, -2.42, 0.89], [2.50, -3.45, 1.05], [6.60, 0.41, 1.75], [6.55, -0.89, 0.54], [6.33, -1.29, 2.23], [1.55, 1.00, 0.67], [0.78, -0.58, 0.58], [2.27, -0.27, -0.24], [2.20, -3.54, 2.10], [2.93, -4.43, 0.84], [1.59, -3.29, 0.47], [-5.42, 1.01, 0.56], [-4.46, 1.22, -0.47], [-4.20, 2.57, -0.81], [-3.10, 2.53, -1.85], [-2.00, 1.84, -1.29], [-0.97, 1.59, -2.26], [-6.34, 1.56, 0.31], [-5.06, 1.42, 1.51], [-5.62, -0.05, 0.64], [-3.77, 3.04, 0.09], [-5.08, 3.13, -1.12], [-2.77, 3.53, -2.15], [-3.53, 2.00, -2.71], [-0.54, 2.54, -2.58], [-1.41, 1.02, -3.09], [-0.22, 0.91, -1.85]],
  "total_energy_ev": -49656.1236,
  "fmax_ha_per_bohr": 0.0323,
  "relative_energy_kj_mol": 48.34,
  "total_charge": 1,
  "homo_energy_ev": -12.282
}

=====

[5]
{
  "formula": "C5H12O2",
  "method": "the ωB97M-V functional and the def2-TZVPD basis",
  "species": ["C", "C", "C", "C", "C", "H", "H", "H", "H", "H", "H", "H", "H", "H", "H", "H", "H", "O", "O"],
  "xyz": [[-1.24, -1.02, -1.55], [-0.96, -0.25, -0.31], [0.13, -0.86, 0.54], [-0.72, 1.22, -0.47], [-1.41, 2.21, 0.07], [3.39, 0.30, 0.67], [4.52, -0.35, 1.36], [-0.32, -1.20, -2.10], [-1.72, -2.01, -1.28], [-1.96, -0.47, -2.18], [-1.88, -0.30, 0.36], [1.08, -0.84, -0.01], [-0.09, -1.94, 0.60], [0.72, -0.63, 2.32], [0.17, 1.49, -1.00], [-1.32, 3.29, -0.27], [-2.26, 2.09, 0.71], [3.80, -0.58, 0.76], [0.07, -0.15, 1.77]],
  "total_energy_ev": -9473.2534,
  "fmax_ha_per_bohr": 0.0595,
  "relative_energy_kj_mol": 181.62,
  "homo_energy_ev": -9.472,
  "smiles": "C=C[C@@H](C)CO.O"
}

=====

[6]
{
  "formula": "C3H3N3O",
  "method": "the ωB97M-V functional and the def2-TZVPD basis",
  "species": ["O", "C", "N", "C", "N", "C", "N", "H", "H", "H"],
  "xyz": [[-0.88, -2.13, 0.92], [-1.36, -1.23, 0.29], [-0.61, -0.06, -0.16], [0.80, 0.14, 0.28], [1.08, 1.53, 0.76], [1.40, 1.24, -0.42], [-1.13, 0.69, -0.97], [-2.39, -1.14, -0.10], [1.29, -0.71, 0.74], [1.79, 1.67, -1.33]],
  "total_energy_ev": -9672.5473,
  "fmax_ha_per_bohr": 0.0180,
  "relative_energy_kj_mol": 473.45,
  "homo_energy_ev": -8.964
}